Entry 1:
30
Properties=species:S:1:pos:R:3 method="wB97M-V/def2-TZVPD" e_homo_ev=-8.90 spin_multiplicity=1 e_lumo_ev=0.2965 charge=0 max_force_ev_per_a=2.09
S 0.1620 2.9523 3.5861
O -2.7141 -3.4513 -2.1247
O 1.8243 0.6721 2.7890
O -2.7759 -1.2220 -2.1782
O 2.1907 1.0899 -1.1404
O 1.7858 -0.4974 -2.6268
N -1.1164 0.7553 1.7178
N 1.4845 -0.7392 0.9996
C -0.4138 -1.1812 -0.6602
C -0.6461 -2.1427 -1.8443
C 1.2879 0.4430 1.7064
C 0.1334 1.3390 1.2511
C 1.7904 -0.0289 -1.3912
C 1.1261 -1.0142 -0.3982
C 0.3984 2.7964 1.7777
C -2.1381 -2.3868 -2.1228
H 1.4728 -2.0237 -0.6303
H -0.1763 -3.1252 -1.6449
H 2.1975 0.1413 -3.2354
H -0.9394 -0.2194 -0.8447
H -1.8917 1.2770 1.3053
H -0.8442 -1.6004 0.2543
H -0.1978 -1.7895 -2.7851
H -3.7033 -1.4983 -2.4089
H -0.8342 3.8617 3.5516
H -1.0794 0.8465 2.7432
H 1.4567 2.9959 1.5652
H 2.2858 -1.2597 1.3877
H 0.1147 1.4817 0.1474
H -0.2401 3.5277 1.2537

Entry 2:
27
Properties=species:S:1:pos:R:3 method="wB97M-V/def2-TZVPD" e_homo_ev="-10.27 / -10.24" spin_multiplicity=4 s_squared=3.781 e_lumo_ev="-4.3520 / -4.3724" charge=+1 max_force_ev_per_a=3.94
Re 1.6200 0.6861 -0.4835
S 0.2599 -0.8740 0.1758
P -0.1539 2.2396 -0.6727
N -1.3124 -0.2696 2.4067
N 0.8723 -0.2699 2.7497
C -0.1081 -0.5875 1.9033
C -0.7446 -0.9016 -3.6419
C -1.1257 0.5748 3.6099
C 0.1816 -0.0583 -2.9007
C 0.3498 0.5711 3.8337
C 1.3578 -0.9660 -2.3132
C -0.3429 -2.2878 -3.6129
C 0.9142 -2.3549 -3.0066
H 0.7989 1.5592 3.7591
H 0.5973 3.3765 -0.1795
H -1.6687 0.1354 4.4372
H -0.9918 -3.1116 -3.8955
H 0.4723 0.9406 -3.3098
H -0.7594 2.8867 -1.8001
H -1.5220 1.5693 3.4211
H -1.6229 -0.5397 -4.1761
H -2.1731 -0.3762 1.8818
H 0.6385 0.1389 4.7858
H 1.8525 -0.3861 2.5209
H 1.5433 -3.2625 -3.0116
H 2.3912 -0.7248 -2.6535
H -1.3241 2.2922 0.1726

Entry 3:
25
Properties=species:S:1:pos:R:3 method="wB97M-V/def2-TZVPD" e_homo_ev=-8.03 spin_multiplicity=1 e_lumo_ev=0.0619 charge=0 max_force_ev_per_a=3.64
S -1.5829 -1.0256 0.5739
N -1.5553 -2.3986 -0.2013
N -2.0998 1.8419 0.1105
C 1.1990 -0.0391 0.0226
C 1.6772 -1.3282 -0.6383
C -0.2998 0.2094 -0.1956
C -0.9067 1.5175 0.2857
C -2.9793 0.9616 -0.4998
C 1.3332 -0.0048 1.5461
C -3.0240 -0.3648 -0.3893
C 1.9762 1.1932 -0.5368
H 0.5120 -0.6112 2.0676
H -0.4648 0.1591 -1.2830
H -0.3838 2.1250 1.1561
H -3.7406 1.4376 -1.1254
H 2.6353 0.8989 -1.3737
H 2.2349 -0.4247 1.9651
H 2.6181 1.7405 0.2475
H 1.0769 -1.5237 -1.4284
H 1.4951 -1.9722 0.2012
H 2.7323 -1.2214 -0.9740
H 1.2126 1.9432 -0.8375
H 0.9862 0.9852 1.9204
H -3.8022 -1.0939 -0.7988
H -0.8500 -3.0051 0.1852

Entry 4:
25
Properties=species:S:1:pos:R:3 method="wB97M-V/def2-TZVPD" e_homo_ev=-13.32 spin_multiplicity=1 e_lumo_ev=-5.3322 charge=+1 max_force_ev_per_a=4.58
N -1.1837 1.2442 -0.9960
N 0.8877 -0.6436 -0.4180
N -1.3048 -0.5411 0.5331
C -0.3355 0.3081 -0.0444
C 1.7212 1.4968 0.4852
C 0.2749 1.2902 0.9664
C 0.7546 -1.0474 -1.8552
C -0.8839 -1.6186 1.3145
C 2.1637 0.2314 -0.2034
C -2.3769 0.9776 -0.6631
C -2.4825 -0.2099 0.1871
H 1.1236 -2.1401 -1.8713
H -3.3141 -0.7877 0.2862
H -0.1829 -1.1981 1.9859
H -0.1697 2.2689 1.0840
H -1.7090 -2.1316 1.8553
H 0.1687 0.8829 2.0050
H -0.2468 -1.0686 -2.1229
H 2.2474 1.8645 1.3509
H 2.8173 -0.3555 0.4623
H 1.7636 2.4349 -0.1722
H 2.5417 0.2678 -1.1377
H 1.4757 -0.4572 -2.6113
H -0.5644 -2.4873 0.7265
H -3.1859 1.4194 -1.1470

Here are the calculated relative energy (zero: lowest compared OMol25 entry of this formula, charge and spin) numbers, same order: 19.4 14.9 109.5 94.9 (kcal/mol).
Here are the calculated E numbers, same order: -1197.1825 -1240.0214 -820.7639 -477.1457 (hartree).